# 1
57
Properties=species:S:1:pos:R:3:lowdin_charge:R:1 method="wB97M-V/def2-TZVPD" homo_ev=-4.50 e_lumo_ev=2.0 total_charge=-1 e_tot_ev=-102034.43675 max_force_ev_per_a=0.82 de_lowest_kj_mol=119.4 gap_ha=0.2396
In 0.1755 1.2063 -0.7531 0.44
O 0.6108 5.2017 0.7995 0.10
C 0.3871 4.1560 0.2241 -0.45
N 1.1103 2.9954 0.2667 0.04
C 2.0410 2.7596 1.2241 -0.45
O 2.3539 3.4342 2.1870 0.09
C 2.7899 1.4638 0.9659 -0.16
C 3.9939 1.2339 1.6167 0.01
C 4.7426 0.1256 1.2610 -0.05
C 4.2709 -0.7098 0.2572 -0.04
C 3.0461 -0.4285 -0.3209 -0.16
N 2.3164 0.6215 0.0492 0.05
C -0.7731 4.0858 -0.7501 -0.23
C -1.8356 4.9677 -0.6341 0.01
C -2.8628 4.8867 -1.5560 -0.04
C -2.7641 3.9775 -2.6005 -0.04
C -1.6749 3.1274 -2.6363 -0.14
N -0.7153 3.1659 -1.7127 0.03
H 4.3109 1.9391 2.3712 0.12
H 5.6888 -0.0776 1.7458 0.11
H 4.8440 -1.5631 -0.0769 0.11
H 2.6366 -1.0431 -1.1088 0.08
H -1.8423 5.6671 0.1888 0.12
H -3.7295 5.5287 -1.4702 0.11
H -3.5327 3.9092 -3.3567 0.11
H -1.5646 2.3702 -3.4016 0.11
C -3.2912 -2.2766 2.1120 -0.52
C -2.1864 -2.5680 3.1152 -0.51
S -0.7862 -1.3979 2.9624 0.83
C 0.6638 -2.4781 3.0497 -0.54
C 0.9434 -3.3110 1.7953 -0.51
S 0.5995 -2.4398 0.2203 0.84
C -0.6572 -3.4946 -0.5793 -0.51
C -1.7646 -4.0829 0.2919 -0.54
S -3.2835 -3.0884 0.4530 0.85
H -3.3468 -1.2052 1.9198 0.03
H -4.2435 -2.6021 2.5298 0.06
H -1.7975 -3.5838 3.0520 0.06
H -2.5889 -2.4152 4.1167 0.07
H 0.5628 -3.1209 3.9258 0.07
H 1.4816 -1.7764 3.2203 0.06
H 0.3565 -4.2262 1.8025 0.06
H 1.9977 -3.5896 1.7695 0.06
H -0.1192 -4.2989 -1.0834 0.07
H -1.0846 -2.8260 -1.3278 0.04
H -1.4318 -4.3272 1.2965 0.03
H -2.1000 -5.0135 -0.1667 0.06
S -4.3751 1.1418 -0.0213 0.41
C -2.7351 0.9373 -0.1488 -1.79
S -2.0153 0.0699 -1.4683 0.47
S -1.6518 1.5681 1.0469 0.50
B 1.5637 -0.7022 -4.8965 -0.42
C 1.3065 0.0863 -3.5834 -0.19
N 1.1155 0.6738 -2.6043 0.07
H 2.3967 -1.5474 -4.6589 0.00
H 1.9505 0.0819 -5.7303 0.00
H 0.4965 -1.1887 -5.1901 0.00

# 2
50
Properties=species:S:1:pos:R:3:lowdin_charge:R:1 method="wB97M-V/def2-TZVPD" homo_ev="-11.30 / -11.37" e_lumo_ev="-3.9 / -4.0" total_charge=+1 e_tot_ev=-32480.02950 max_force_ev_per_a=3.60 gap_ha="0.2704 / 0.2716"
Pt 0.1176 -0.2493 -0.1683 1.15
C -0.2728 0.8866 2.6733 -0.17
C -1.7242 1.2462 2.3323 -0.10
C -1.9325 2.0267 1.0622 -0.28
C -2.5841 3.2552 1.0998 0.00
C -2.9011 3.8945 -0.0875 -0.03
C -2.5618 3.2842 -1.2848 -0.03
C -1.8644 2.0891 -1.2367 -0.11
N -1.5478 1.4872 -0.0929 0.01
N 0.2067 -0.4068 2.1597 -0.24
C -0.6104 -1.5208 2.6598 -0.11
C -1.6549 -2.0004 1.6743 -0.26
C -2.5788 -2.9781 2.0277 0.00
C -3.5212 -3.3731 1.0914 -0.02
C -3.5349 -2.7683 -0.1588 -0.02
C -2.5738 -1.8168 -0.4355 -0.10
N -1.6562 -1.4631 0.4587 -0.04
C 1.6164 -0.5536 2.5568 -0.12
C 2.5942 0.1110 1.6174 -0.26
C 3.7356 0.7394 2.0988 0.00
C 4.6677 1.2266 1.1949 -0.02
C 4.4322 1.0684 -0.1626 -0.02
C 3.2635 0.4444 -0.5612 -0.10
N 2.3680 -0.0178 0.3073 0.00
H -0.1759 0.8757 3.7710 0.13
H 0.3965 1.6647 2.2935 0.14
H -2.1180 1.8373 3.1589 0.12
H -2.3264 0.3386 2.2708 0.11
H -2.8513 3.6975 2.0464 0.12
H -3.4097 4.8455 -0.0765 0.12
H -2.8229 3.7185 -2.2372 0.12
H -1.5598 1.5887 -2.1483 0.10
H -1.1010 -1.2462 3.6025 0.15
H 0.0298 -2.3780 2.8893 0.14
H -2.5615 -3.4175 3.0149 0.13
H -4.2424 -4.1354 1.3349 0.12
H -4.2668 -3.0292 -0.9032 0.12
H -2.5273 -1.3094 -1.3896 0.12
H 1.8762 -1.6174 2.5729 0.14
H 1.7649 -0.1623 3.5740 0.14
H 3.9025 0.8324 3.1620 0.12
H 5.5635 1.7171 1.5433 0.12
H 5.1415 1.4115 -0.8985 0.12
H 3.0434 0.2890 -1.6087 0.11
B 0.0854 -0.0154 -4.8172 -0.41
C 0.2964 -0.1042 -3.3147 -0.20
N 0.4434 -0.1593 -2.1618 -0.06
H -0.9065 -0.6301 -5.0865 0.02
H 1.0096 -0.5134 -5.3744 0.01
H -0.1255 1.1375 -5.0545 0.01

# 3
48
Properties=species:S:1:pos:R:3:lowdin_charge:R:1 method="wB97M-V/def2-TZVPD" homo_ev=-10.53 e_lumo_ev=-5.8 total_charge=+1 e_tot_ev=-51178.60614 max_force_ev_per_a=1.67 gap_ha=0.1754
Cl -0.6959 -6.8689 0.5144 0.77
C -0.2266 -5.3372 -0.0839 -0.64
C 1.0606 -4.8460 0.1807 -0.06
C 1.4124 -3.5779 -0.2559 0.02
C 0.4958 -2.7323 -0.9630 -0.18
C 0.9662 -1.4321 -1.2961 0.10
C 0.4962 -0.4854 -2.2460 -0.18
C 1.3869 0.5860 -2.5860 0.02
C 1.0244 1.6020 -3.4556 -0.07
C -0.2602 1.6032 -4.0208 -0.64
Cl -0.7560 2.9083 -5.0116 0.77
C -1.1437 0.5443 -3.7640 -0.06
C -0.7634 -0.4974 -2.9121 0.03
C -0.7837 -3.2849 -1.2611 0.03
C -1.1348 -4.5682 -0.8286 -0.06
H 1.7616 -5.4594 0.7448 0.12
H 2.4315 -3.2216 -0.1042 0.13
H 1.9324 -1.1798 -0.8497 0.13
H 2.4002 0.5612 -2.1832 0.13
H 1.7117 2.4170 -3.6877 0.12
H -2.1289 0.5416 -4.2222 0.12
H -1.4342 -1.3369 -2.7972 0.09
H -1.4923 -2.7338 -1.8635 0.09
H -2.1186 -4.9669 -1.0535 0.12
C 2.1529 3.0732 0.3259 -0.04
N 0.7931 2.8242 0.7689 -0.14
C -0.0711 3.9942 0.8947 -0.04
C 0.4246 1.5363 0.9708 -0.39
C -0.9809 1.2502 1.5623 -0.27
C -1.2270 1.8257 2.9750 -0.12
C -1.2027 0.6283 3.9463 -0.13
C -1.0240 -0.6349 3.0622 -0.21
N -1.0561 -0.1514 1.7217 -0.05
O 1.2141 0.6226 0.7237 0.01
H 2.6896 2.1256 0.2317 0.08
H 2.1413 3.5843 -0.6479 0.09
H 2.6898 3.7231 1.0335 0.10
H -1.1186 3.6960 1.0623 0.09
H 0.2465 4.6373 1.7327 0.10
H -0.0153 4.5880 -0.0280 0.09
H -1.7278 1.6145 0.8236 0.15
H -0.5009 2.6095 3.2203 0.11
H -2.2359 2.2479 2.9560 0.12
H -0.3991 0.7120 4.6856 0.11
H -2.1561 0.5600 4.4812 0.11
H -0.0755 -1.1517 3.2969 0.11
H -1.8239 -1.3731 3.2521 0.11
H -0.8786 -0.7765 0.9544 0.10

Copy entry 1 word for word.
57
Properties=species:S:1:pos:R:3:lowdin_charge:R:1 method="wB97M-V/def2-TZVPD" homo_ev=-4.50 e_lumo_ev=2.0 total_charge=-1 e_tot_ev=-102034.43675 max_force_ev_per_a=0.82 de_lowest_kj_mol=119.4 gap_ha=0.2396
In 0.1755 1.2063 -0.7531 0.44
O 0.6108 5.2017 0.7995 0.10
C 0.3871 4.1560 0.2241 -0.45
N 1.1103 2.9954 0.2667 0.04
C 2.0410 2.7596 1.2241 -0.45
O 2.3539 3.4342 2.1870 0.09
C 2.7899 1.4638 0.9659 -0.16
C 3.9939 1.2339 1.6167 0.01
C 4.7426 0.1256 1.2610 -0.05
C 4.2709 -0.7098 0.2572 -0.04
C 3.0461 -0.4285 -0.3209 -0.16
N 2.3164 0.6215 0.0492 0.05
C -0.7731 4.0858 -0.7501 -0.23
C -1.8356 4.9677 -0.6341 0.01
C -2.8628 4.8867 -1.5560 -0.04
C -2.7641 3.9775 -2.6005 -0.04
C -1.6749 3.1274 -2.6363 -0.14
N -0.7153 3.1659 -1.7127 0.03
H 4.3109 1.9391 2.3712 0.12
H 5.6888 -0.0776 1.7458 0.11
H 4.8440 -1.5631 -0.0769 0.11
H 2.6366 -1.0431 -1.1088 0.08
H -1.8423 5.6671 0.1888 0.12
H -3.7295 5.5287 -1.4702 0.11
H -3.5327 3.9092 -3.3567 0.11
H -1.5646 2.3702 -3.4016 0.11
C -3.2912 -2.2766 2.1120 -0.52
C -2.1864 -2.5680 3.1152 -0.51
S -0.7862 -1.3979 2.9624 0.83
C 0.6638 -2.4781 3.0497 -0.54
C 0.9434 -3.3110 1.7953 -0.51
S 0.5995 -2.4398 0.2203 0.84
C -0.6572 -3.4946 -0.5793 -0.51
C -1.7646 -4.0829 0.2919 -0.54
S -3.2835 -3.0884 0.4530 0.85
H -3.3468 -1.2052 1.9198 0.03
H -4.2435 -2.6021 2.5298 0.06
H -1.7975 -3.5838 3.0520 0.06
H -2.5889 -2.4152 4.1167 0.07
H 0.5628 -3.1209 3.9258 0.07
H 1.4816 -1.7764 3.2203 0.06
H 0.3565 -4.2262 1.8025 0.06
H 1.9977 -3.5896 1.7695 0.06
H -0.1192 -4.2989 -1.0834 0.07
H -1.0846 -2.8260 -1.3278 0.04
H -1.4318 -4.3272 1.2965 0.03
H -2.1000 -5.0135 -0.1667 0.06
S -4.3751 1.1418 -0.0213 0.41
C -2.7351 0.9373 -0.1488 -1.79
S -2.0153 0.0699 -1.4683 0.47
S -1.6518 1.5681 1.0469 0.50
B 1.5637 -0.7022 -4.8965 -0.42
C 1.3065 0.0863 -3.5834 -0.19
N 1.1155 0.6738 -2.6043 0.07
H 2.3967 -1.5474 -4.6589 0.00
H 1.9505 0.0819 -5.7303 0.00
H 0.4965 -1.1887 -5.1901 0.00

Repeat the first record exactly.
57
Properties=species:S:1:pos:R:3:lowdin_charge:R:1 method="wB97M-V/def2-TZVPD" homo_ev=-4.50 e_lumo_ev=2.0 total_charge=-1 e_tot_ev=-102034.43675 max_force_ev_per_a=0.82 de_lowest_kj_mol=119.4 gap_ha=0.2396
In 0.1755 1.2063 -0.7531 0.44
O 0.6108 5.2017 0.7995 0.10
C 0.3871 4.1560 0.2241 -0.45
N 1.1103 2.9954 0.2667 0.04
C 2.0410 2.7596 1.2241 -0.45
O 2.3539 3.4342 2.1870 0.09
C 2.7899 1.4638 0.9659 -0.16
C 3.9939 1.2339 1.6167 0.01
C 4.7426 0.1256 1.2610 -0.05
C 4.2709 -0.7098 0.2572 -0.04
C 3.0461 -0.4285 -0.3209 -0.16
N 2.3164 0.6215 0.0492 0.05
C -0.7731 4.0858 -0.7501 -0.23
C -1.8356 4.9677 -0.6341 0.01
C -2.8628 4.8867 -1.5560 -0.04
C -2.7641 3.9775 -2.6005 -0.04
C -1.6749 3.1274 -2.6363 -0.14
N -0.7153 3.1659 -1.7127 0.03
H 4.3109 1.9391 2.3712 0.12
H 5.6888 -0.0776 1.7458 0.11
H 4.8440 -1.5631 -0.0769 0.11
H 2.6366 -1.0431 -1.1088 0.08
H -1.8423 5.6671 0.1888 0.12
H -3.7295 5.5287 -1.4702 0.11
H -3.5327 3.9092 -3.3567 0.11
H -1.5646 2.3702 -3.4016 0.11
C -3.2912 -2.2766 2.1120 -0.52
C -2.1864 -2.5680 3.1152 -0.51
S -0.7862 -1.3979 2.9624 0.83
C 0.6638 -2.4781 3.0497 -0.54
C 0.9434 -3.3110 1.7953 -0.51
S 0.5995 -2.4398 0.2203 0.84
C -0.6572 -3.4946 -0.5793 -0.51
C -1.7646 -4.0829 0.2919 -0.54
S -3.2835 -3.0884 0.4530 0.85
H -3.3468 -1.2052 1.9198 0.03
H -4.2435 -2.6021 2.5298 0.06
H -1.7975 -3.5838 3.0520 0.06
H -2.5889 -2.4152 4.1167 0.07
H 0.5628 -3.1209 3.9258 0.07
H 1.4816 -1.7764 3.2203 0.06
H 0.3565 -4.2262 1.8025 0.06
H 1.9977 -3.5896 1.7695 0.06
H -0.1192 -4.2989 -1.0834 0.07
H -1.0846 -2.8260 -1.3278 0.04
H -1.4318 -4.3272 1.2965 0.03
H -2.1000 -5.0135 -0.1667 0.06
S -4.3751 1.1418 -0.0213 0.41
C -2.7351 0.9373 -0.1488 -1.79
S -2.0153 0.0699 -1.4683 0.47
S -1.6518 1.5681 1.0469 0.50
B 1.5637 -0.7022 -4.8965 -0.42
C 1.3065 0.0863 -3.5834 -0.19
N 1.1155 0.6738 -2.6043 0.07
H 2.3967 -1.5474 -4.6589 0.00
H 1.9505 0.0819 -5.7303 0.00
H 0.4965 -1.1887 -5.1901 0.00